Entry 1:
Molecular formula: C2H8N3O4S2
Method: DFT, wB97M-V/def2-TZVPD

Computed properties:
Total charge: -1
2S+1: 1

Each line ends with the natural charge from an NBO analysis.
Cartesian coordinates (Å):
N -1.773589 0.599035 -1.076285  -0.82
C -1.440984 -0.770452 -1.485361  -0.22
C -0.737084 -1.584958 -0.339846  -0.66
S 1.069393 -1.262988 -0.243722  2.18
O 1.702409 -2.619402 -0.084832  -0.98
O 1.517088 -0.710406 -1.555441  -0.95
N 1.532712 -0.386775 1.115364  -1.14
S 1.122806 1.238931 1.031340  2.29
N 2.037447 1.925222 2.326877  -1.04
O 1.562631 1.966071 -0.183278  -0.95
O -0.310583 1.535624 1.343694  -0.99
H -2.436755 0.587361 -0.312024  0.35
H -2.087620 1.170463 -1.848348  0.35
H -2.403254 -1.285627 -1.767344  0.14
H -0.822796 -0.728187 -2.401778  0.23
H -1.264982 -1.509570 0.631493  0.24
H -0.831382 -2.650440 -0.658970  0.24
H 1.858660 2.926235 2.292435  0.38
H 1.705883 1.559861 3.216027  0.37

Atoms 1-3, force components in eV/Å:
N 0.5 -0.5 -0.1
C -0.8 0.2 0.3
C -0.9 -0.1 -1.2

---

Entry 2:
Molecular formula: C2H8N3S
Method: DFT, wB97M-V/def2-TZVPD

Computed properties:
Total charge: +1
2S+1: 1
ΔE to the lowest compared entry with this formula, charge and spin: 2.647 eV

Each line ends with the natural charge from an NBO analysis.
Cartesian coordinates (Å):
C 2.686824 -0.552746 -0.154154  -0.41
C 1.258350 -0.538989 -0.045750  0.09
N -1.083974 -1.101145 -0.014763  -0.61
N 0.253044 -1.335056 0.214514  -0.25
N -1.265108 1.515145 0.519396  -1.16
S 1.589598 0.893973 -0.813121  0.39
H 3.274694 -0.464168 0.742530  0.26
H 3.276122 -1.128646 -0.869610  0.27
H -1.793234 -1.435415 0.689606  0.41
H -1.305498 -0.163204 -0.223642  0.41
H 0.463917 -2.190136 0.608606  0.42
H -1.005488 1.901790 -0.445283  0.39
H -1.061608 2.308413 1.245302  0.41
H -2.249281 1.232481 0.687297  0.39

Atoms 1-3, force components in eV/Å:
C 0.5 0.0 -0.2
C -2.2 -1.4 -0.4
N -1.2 -2.2 0.0

---

Entry 3:
Molecular formula: C2H8N3S
Method: DFT, wB97M-V/def2-TZVPD

Computed properties:
Total charge: +1
2S+1: 1
ΔE to the lowest compared entry with this formula, charge and spin: 2.640 eV

Each line ends with the natural charge from an NBO analysis.
Cartesian coordinates (Å):
C 1.194088 -0.782812 -1.113556  -0.47
C 0.060167 -0.389953 -0.275890  0.20
N -2.298290 0.017678 0.237258  -0.64
N -1.108608 0.190947 -0.502311  -0.36
N 1.130506 0.788392 1.204669  -1.00
S 0.584332 -1.944663 0.187607  0.34
H 0.990752 -0.985053 -2.229372  0.27
H 2.147491 -0.392738 -1.031687  0.25
H -3.008494 0.748922 0.036593  0.41
H -2.662259 -0.925496 0.074342  0.39
H -0.915663 1.140791 -0.874245  0.42
H 2.024607 1.169753 0.966647  0.39
H 1.250872 -0.131111 1.501665  0.39
H 0.610499 1.495342 1.818279  0.42

Atoms 1-3, force components in eV/Å:
C -2.1 -0.7 -2.4
C -1.0 -0.1 -0.1
N 0.0 -0.1 0.5

---

Entry 4:
Molecular formula: C2H8N4
Method: DFT, wB97M-V/def2-TZVPD

Computed properties:
2S+1: 1
ΔE to the lowest compared entry with this formula, charge and spin: 2.601 eV

Each line ends with the natural charge from an NBO analysis.
Cartesian coordinates (Å):
C 1.920908 -0.328934 -0.091311  -0.67
C 0.452051 -0.190432 0.022669  0.37
H 2.303937 -0.179860 0.935478  0.23
H 2.110546 0.429888 -0.901293  0.23
H 2.196621 -1.380108 -0.367900  0.24
H 0.592242 1.798738 0.741084  0.39
H -1.835315 0.822660 -0.118103  0.38
H -0.914564 1.319348 -1.346057  0.33
H -2.054423 -1.910536 0.052932  0.37
H -1.660959 -0.760526 1.125225  0.35
N 0.003962 1.029707 0.477545  -0.51
N -1.064116 1.546328 -0.347327  -0.67
N -0.340579 -1.194198 -0.319161  -0.34
N -1.710309 -1.002078 0.136224  -0.70

Atoms 1-3, force components in eV/Å:
C -0.2 -0.7 -0.7
C -1.1 -2.2 -0.3
H 0.4 0.6 -0.8

---

Number 1: LUMO level 3.25 eV, calculated total energy -1342.617288 Eh. Number 2: LUMO level -4.17 eV, calculated total energy -643.104310 Eh. Number 3: LUMO level -4.01 eV, calculated total energy -643.104572 Eh. Number 4: LUMO level 1.06 eV, calculated total energy -299.935130 Eh.